Record 1
Here is a gas-phase ion, C7H15N2 (charge +1) from OMol25. Energies are from wB97M-V/def2-TZVPD.

ORCA input file:
```
! wB97M-V def2-TZVPD RIJCOSX def2/J DEFGRID3
* xyz 1 1
C -1.30 -0.20 -1.15
C 0.19 -0.17 -0.98
N 0.82 0.56 -1.94
N 0.66 -1.81 -1.19
C 0.71 0.17 0.44
C 0.03 -0.66 1.56
C -0.95 0.29 2.17
C -0.72 1.54 1.82
C 0.44 1.65 0.88
H -1.58 -0.44 -2.17
H -1.69 0.79 -0.91
H -1.79 -0.91 -0.48
H 1.78 0.83 -1.82
H 0.47 0.58 -2.88
H 0.04 -2.43 -0.65
H 1.62 -1.94 -0.88
H 0.59 -2.06 -2.18
H 1.79 0.00 0.43
H 0.77 -0.94 2.31
H -0.44 -1.57 1.21
H -1.71 -0.05 2.85
H -1.26 2.41 2.14
H 0.23 2.30 0.03
H 1.31 2.05 1.40
*
```

SMILES string: C[C@](N)([NH3+])C1CC=CC1
Lowest unoccupied orbital energy, eV: -3.1520

***

Record 2
Here is a gas-phase ion, C7H15N2O (charge +1) in a non-equilibrium geometry from OMol25. Energies are from wB97M-V/def2-TZVPD.

ORCA input file:
```
! wB97M-V def2-TZVPD RIJCOSX def2/J DEFGRID3
* xyz 1 1
C 2.17 2.63 -1.16
C 0.90 2.14 -1.14
O -0.19 2.62 -1.72
N 0.73 0.83 -0.51
C -0.06 -0.05 0.02
N -1.31 -0.07 0.47
C -2.51 0.80 0.52
C 0.56 -1.41 0.39
C 0.57 -1.77 1.85
C -0.06 -2.45 -0.51
H 2.18 3.54 -1.78
H 2.87 1.94 -0.84
H -0.13 3.65 -1.81
H 1.62 0.32 -0.52
H -1.55 -0.99 0.62
H -2.20 1.68 -0.12
H -3.46 0.35 0.28
H -2.56 1.17 1.60
H 1.63 -1.32 -0.01
H -0.30 -1.40 2.38
H 1.40 -1.16 2.21
H 0.74 -2.82 1.97
H -0.62 -3.29 0.10
H 0.56 -2.93 -1.19
H -0.97 -2.01 -1.08
*
```

SMILES string: C=C(O)N/C(=[NH+]\C)C(C)C
Lowest unoccupied orbital energy, eV: -3.0972

***

Record 3
Here is a gas-phase ion, C7H15N2O2S (charge +1) in a non-equilibrium geometry from OMol25. Energies are from wB97M-V/def2-TZVPD.

ORCA input file:
```
! wB97M-V def2-TZVPD RIJCOSX def2/J DEFGRID3
* xyz 1 1
C 0.54 -2.86 -0.04
C 0.37 -1.64 0.74
S 1.55 -0.31 0.47
O 2.77 -0.98 0.14
O 1.34 0.64 1.54
C 1.12 0.93 -0.94
C 0.73 0.03 -2.15
C 0.28 1.85 -0.15
N 0.59 3.14 0.23
N -0.90 1.36 0.35
C -1.58 0.17 0.24
C -2.74 -0.01 1.17
H 0.06 -2.90 -1.05
H 0.30 -3.73 0.67
H 1.62 -2.96 -0.12
H -0.20 -1.57 1.75
H 2.15 1.33 -1.07
H 1.43 -0.81 -2.45
H 0.85 0.68 -3.12
H -0.27 -0.38 -2.01
H 1.38 3.57 -0.17
H 0.32 3.40 1.20
H -1.10 1.86 1.20
H -1.49 -0.46 -0.60
H -2.68 0.51 2.04
H -2.80 -0.98 1.61
H -3.65 0.12 0.52
*
```

SMILES string: CC=[S@](=O)([O-])[C@@H](C)C(=[NH2+])/[NH+]=C/C
Lowest unoccupied orbital energy (spin up / spin down), eV: -4.7626 / -4.5628

***

Record 4
Here is 2 unconnected molecules or ions with the total composition C7H15N2O3P in a non-equilibrium geometry from OMol25. Energies are from wB97M-V/def2-TZVPD.

ORCA input file:
```
! wB97M-V def2-TZVPD RIJCOSX def2/J DEFGRID3
* xyz 0 1
C -3.10 1.06 -0.01
C 2.17 -2.09 0.17
C 2.35 2.07 -0.35
C -1.94 0.01 -1.99
C 0.81 -1.80 0.89
C 1.22 2.33 0.66
C -1.94 0.50 -0.57
N -4.12 1.43 0.41
N -2.16 -1.78 0.38
O -1.03 0.09 2.15
O 0.40 -0.65 0.10
O -0.04 1.86 0.38
P -0.68 0.27 0.74
H 2.83 -2.63 0.82
H 1.94 -2.84 -0.61
H 2.59 -1.26 -0.37
H 2.81 1.08 -0.34
H 1.97 2.40 -1.29
H 3.18 2.66 0.14
H -1.52 -1.05 -1.89
H -2.94 0.04 -2.46
H -1.24 0.57 -2.76
H 0.95 -1.69 1.95
H -0.07 -2.50 0.61
H 1.03 3.47 0.66
H 1.74 2.15 1.63
H -2.62 -1.51 1.28
H -2.60 -2.19 -0.33
*
```

Lowest unoccupied orbital energy (spin up / spin down), eV: -1.4260 / -1.4882

***

What did we get for energy relative to the best compared isomer or geometry (same formula, charge and spin)? Answer: 15.10 322.23 528.57 265.66 kJ/mol, in the order shown.